Entry 1:
{"formula": "C7H9BrO4", "method": "the ωB97M-V functional and the def2-TZVPD basis", "charge": -2, "fmax_ev_per_a": 3.2, "smiles": "CC(C)(C)C(Br)(C(=O)[O-])C(=O)[O-]", "gap_ev": 6.33, "energy_ev": -85637.0783, "homo_ev": -0.70, "elements": ["C", "C", "C", "C", "C", "C", "C", "O", "O", "O", "O", "Br", "H", "H", "H", "H", "H", "H", "H", "H", "H"], "xyz": [[-2.341, 1.013, 1.555], [-2.506, 1.562, -1.047], [-0.121, -0.740, 1.331], [0.265, 1.475, 0.045], [-0.044, -0.541, -1.235], [-2.006, 0.540, 0.084], [-0.565, 0.140, 0.042], [-1.853, 2.118, 1.956], [-1.886, 1.533, -2.116], [-3.069, 0.299, 2.201], [-3.534, 2.160, -0.697], [-3.065, -1.220, -0.285], [-0.609, -1.710, 1.219], [-0.632, -0.273, 2.201], [0.941, -0.977, 1.539], [0.198, 1.872, -1.035], [1.258, 1.201, 0.302], [0.110, 2.387, 0.739], [-0.322, -0.023, -2.137], [-0.304, -1.647, -1.369], [1.036, -0.508, -1.446]]}

Entry 2:
{"formula": "C6H13ClSi2", "method": "the ωB97M-V functional and the def2-TZVPD basis", "charge": 0, "fmax_ev_per_a": 6.5, "gap_ev": [7.09, 7.09], "energy_ev": -34704.1037, "homo_ev": [-7.86, -7.87], "elements": ["C", "C", "C", "C", "C", "C", "Si", "Si", "Cl", "H", "H", "H", "H", "H", "H", "H", "H", "H", "H", "H", "H", "H"], "xyz": [[1.304, 1.151, 0.018], [-0.592, 1.225, 0.032], [3.755, 0.105, -1.611], [-3.331, -0.311, 0.816], [-0.846, -2.198, 0.085], [-1.197, 2.490, 0.538], [2.412, -0.294, -0.320], [-1.444, -0.405, 0.311], [3.096, -0.268, 1.620], [3.909, 1.110, -1.779], [4.634, -0.315, -1.364], [3.512, -0.306, -2.511], [-3.375, 0.184, 1.687], [-3.771, 0.189, 0.055], [-3.719, -1.292, 0.971], [-1.728, -2.942, 0.088], [-0.227, -2.208, -0.685], [-0.435, -2.610, 1.054], [-1.639, 2.970, -0.345], [-1.883, 2.431, 1.290], [-0.463, 3.090, 0.845], [2.029, -1.799, -0.796]]}

Entry 3:
{"formula": "C11H13N3S", "method": "the ωB97M-V functional and the def2-TZVPD basis", "charge": 0, "fmax_ev_per_a": 1.1, "smiles": "CCCSc1nncn1-c1ccccc1", "gap_ev": 9.23, "energy_ev": -26923.1599, "homo_ev": -8.56, "elements": ["C", "C", "C", "C", "C", "C", "C", "C", "C", "C", "C", "H", "H", "H", "H", "H", "H", "H", "H", "H", "H", "H", "H", "H", "N", "N", "N", "S"], "xyz": [[3.624, -1.741, 1.448], [3.712, -0.501, 0.558], [3.033, -0.661, -0.796], [0.730, 0.741, -0.370], [-0.487, 2.432, 0.146], [-1.719, 0.261, 0.003], [-2.497, 0.310, 1.162], [-3.643, -0.474, 1.245], [-4.000, -1.306, 0.191], [-3.209, -1.363, -0.954], [-2.064, -0.564, -1.051], [2.564, -1.986, 1.669], [4.095, -2.610, 0.954], [4.150, -1.558, 2.393], [4.763, -0.246, 0.365], [3.273, 0.348, 1.086], [3.424, -1.527, -1.319], [3.209, 0.215, -1.430], [-1.371, 3.044, 0.398], [-2.251, 0.943, 1.997], [-4.271, -0.427, 2.167], [-4.887, -1.939, 0.298], [-3.471, -2.025, -1.798], [-1.458, -0.566, -1.986], [1.513, 1.782, -0.327], [0.723, 2.869, 0.001], [-0.559, 1.079, -0.075], [1.226, -0.912, -0.718]]}

Entry 4:
{"formula": "C27H44CoN3OP3", "method": "the ωB97M-V functional and the def2-TZVPD basis", "multiplicity": 5, "charge": 3, "fmax_ev_per_a": 5.2, "gap_ev": [6.20, 2.44], "energy_ev": -100694.7752, "s_squared": 6.05, "homo_ev": [-14.82, -14.81], "elements": ["Co", "P", "P", "P", "H", "C", "C", "H", "C", "C", "C", "C", "C", "C", "C", "C", "C", "H", "H", "H", "H", "H", "H", "H", "H", "H", "H", "H", "H", "H", "H", "H", "H", "H", "H", "H", "H", "H", "H", "H", "H", "H", "H", "H", "H", "H", "C", "C", "C", "C", "C", "C", "O", "H", "H", "H", "H", "H", "H", "N", "C", "C", "C", "C", "C", "C", "C", "N", "C", "C", "N", "C", "H", "H", "H", "H", "H", "H", "H"], "xyz": [[-0.808, 0.441, -1.237], [-0.915, 1.603, 0.488], [-2.045, -1.204, -0.836], [-0.439, 2.034, -2.569], [0.859, -1.378, 0.202], [0.982, -0.980, -0.823], [1.772, 0.141, -1.032], [2.124, 0.368, -2.041], [-0.783, 1.006, 2.227], [-2.543, 2.454, 0.618], [0.246, 3.007, 0.742], [-1.838, -2.907, -1.479], [-2.163, -1.699, 0.934], [-3.783, -0.749, -1.185], [1.086, 3.070, -2.436], [-1.727, 3.343, -2.604], [-0.264, 1.613, -4.328], [0.782, -1.679, -1.658], [2.267, 0.637, -0.197], [0.252, 1.128, 2.575], [-1.046, -0.048, 2.330], [-1.459, 1.608, 2.855], [-3.347, 1.716, 0.727], [-2.749, 3.072, -0.263], [-2.504, 3.088, 1.513], [1.271, 2.622, 0.819], [-0.026, 3.506, 1.682], [0.196, 3.742, -0.064], [-2.801, -3.298, -1.832], [-1.476, -3.551, -0.662], [-1.116, -2.890, -2.302], [-2.773, -2.609, 0.990], [-2.649, -0.899, 1.503], [-1.157, -1.903, 1.330], [-4.399, -1.658, -1.182], [-3.848, -0.251, -2.161], [-4.122, -0.058, -0.400], [1.316, 3.489, -3.423], [1.931, 2.466, -2.100], [0.940, 3.900, -1.741], [-1.689, 3.853, -3.574], [-1.549, 4.074, -1.804], [-2.716, 2.890, -2.477], [-0.056, 2.518, -4.910], [-1.166, 1.121, -4.704], [0.590, 0.933, -4.390], [-0.404, -1.812, -5.257], [-1.031, -2.984, -5.732], [-0.649, -3.517, -6.971], [0.343, -2.910, -7.747], [0.855, -1.680, -7.336], [0.448, -1.103, -6.130], [-0.460, -1.465, -3.901], [-1.227, -0.874, -3.648], [-1.792, -3.462, -5.110], [-1.162, -4.406, -7.341], [0.666, -3.365, -8.684], [1.548, -1.136, -7.979], [0.800, -0.103, -5.879], [1.705, -0.705, 11.167], [1.748, -0.754, 9.996], [1.800, -0.868, 8.564], [0.999, -1.835, 7.931], [1.006, -1.969, 6.541], [1.858, -1.141, 5.803], [2.682, -0.192, 6.423], [2.666, -0.059, 7.812], [1.901, -1.239, 4.409], [2.830, -0.605, 3.582], [2.420, -0.838, 2.298], [1.257, -1.593, 2.309], [0.985, -1.859, 3.580], [0.385, -2.501, 8.541], [0.380, -2.716, 6.049], [3.315, 0.464, 5.827], [3.322, 0.669, 8.299], [3.663, -0.021, 3.925], [2.890, -0.489, 1.390], [0.181, -2.470, 3.967]]}